1.
Molecular formula: C21H32BF9N4O14PS2
Method: DFT, the ωB97M-V functional and the def2-TZVPD basis

ORCA input file:
```
! wB97M-V def2-TZVPD RIJCOSX def2/J DEFGRID3
* xyz 1 1
C 1.165 -0.946 -4.806
O 1.105 -2.347 -4.395
B 1.396 -2.509 -2.998
O 0.315 -2.277 -2.081
N 2.768 -2.954 -2.547
C 3.107 -4.242 -1.976
P 1.877 -5.687 -1.621
O 2.833 -6.774 -0.686
O 0.812 -4.985 -0.459
N 4.536 -4.340 -1.699
N 4.959 -3.104 -2.078
N 3.976 -2.332 -2.552
S 4.210 -0.679 -3.116
C 5.626 0.025 -2.160
C 5.154 1.004 -0.955
O 4.298 1.861 -1.244
O 5.775 0.821 0.288
C 5.195 1.652 1.327
C 3.921 0.958 2.063
C 2.540 1.769 1.760
O 4.119 1.082 3.513
C 4.009 -0.173 4.153
O 4.691 -1.177 3.807
C 3.039 -0.423 5.426
S 1.953 1.029 5.832
H 0.370 -0.732 -5.599
H 0.998 -0.201 -3.951
H 2.223 -0.756 -5.214
H -0.512 -2.394 -2.602
H 3.181 -6.200 0.048
H 0.096 -4.488 -0.916
H 6.247 -0.821 -1.682
H 6.286 0.646 -2.859
H 4.983 2.729 1.013
H 5.996 1.729 2.154
H 3.815 -0.117 1.709
H 1.957 1.112 1.022
H 2.738 2.812 1.354
H 1.941 1.905 2.733
H 3.715 -0.588 6.346
H 2.432 -1.387 5.316
H 1.185 1.200 4.684
C -1.330 6.312 -0.399
C -2.380 5.396 0.199
O -1.765 4.387 1.017
C -1.456 4.756 2.276
O -1.659 5.849 2.730
C -0.859 3.580 3.045
F 0.057 2.897 2.324
F -1.804 2.684 3.406
F -0.242 3.957 4.177
H -0.579 5.733 -0.942
H -1.788 7.028 -1.084
H -0.803 6.868 0.380
H -2.908 4.872 -0.601
H -3.128 5.956 0.766
C -0.489 -5.941 -7.746
C -1.385 -6.792 -6.869
O -1.334 -6.343 -5.504
C -2.126 -5.299 -5.196
O -2.846 -4.740 -5.978
C -2.010 -4.962 -3.712
F -0.726 -4.959 -3.277
F -2.668 -5.849 -2.943
F -2.512 -3.750 -3.410
H 0.529 -5.920 -7.349
H -0.464 -6.331 -8.765
H -0.839 -4.906 -7.780
H -1.029 -7.824 -6.872
H -2.414 -6.806 -7.236
C -4.394 3.253 4.658
C -5.692 2.532 4.351
O -6.747 3.003 5.203
C -7.357 4.140 4.812
O -7.066 4.758 3.822
C -8.485 4.498 5.775
F -8.123 4.363 7.067
F -9.564 3.709 5.596
F -8.908 5.765 5.629
H -4.147 3.165 5.719
H -3.573 2.840 4.067
H -4.476 4.321 4.438
H -5.576 1.466 4.556
H -5.968 2.630 3.298
*
```

Values from the calculation:
Energy ... -113005.6986 eV
Kohn-Sham gap ... 6.146 eV
HOMO energy ... -11.1 eV

=====

2.
Molecular formula: C21H32IrS5
Method: DFT, the ωB97M-V functional and the def2-TZVPD basis

ORCA input file:
```
! wB97M-V def2-TZVPD RIJCOSX def2/J DEFGRID3
* xyz 1 1
Ir -0.262 0.787 0.372
C 0.447 2.220 1.868
C 0.776 0.940 2.459
C 1.890 0.417 1.708
C 2.124 1.342 0.634
C 1.299 2.479 0.758
C 1.346 3.749 -0.062
C 1.731 4.910 0.866
C 2.379 3.631 -1.184
C -0.044 4.013 -0.670
C 2.814 -0.769 1.907
C 3.289 -0.859 3.366
C 2.122 -2.067 1.449
C 4.084 -0.601 1.051
C 0.039 0.495 3.719
C -1.385 1.083 3.716
C 0.790 1.066 4.932
C -0.150 -1.023 3.829
H -0.188 2.959 2.329
H 2.886 1.233 -0.118
H 2.695 4.723 1.344
H 0.982 5.067 1.644
H 1.816 5.829 0.288
H 3.385 3.493 -0.782
H 2.381 4.547 -1.773
H 2.147 2.799 -1.853
H -0.775 4.252 0.105
H -0.391 3.138 -1.224
H 0.006 4.854 -1.362
H 2.497 -1.100 4.065
H 3.742 0.086 3.675
H 4.048 -1.635 3.449
H 1.240 -2.299 2.041
H 2.821 -2.899 1.529
H 1.815 -1.977 0.405
H 4.576 0.354 1.244
H 3.874 -0.688 -0.016
H 4.785 -1.393 1.309
H -1.407 2.147 3.953
H -1.995 0.570 4.458
H -1.845 0.928 2.745
H 0.874 2.151 4.851
H 1.793 0.653 5.025
H 0.241 0.837 5.846
H -0.725 -1.387 2.974
H -0.711 -1.243 4.736
H 0.779 -1.581 3.882
C -3.635 -3.477 -1.307
S -4.532 -2.114 -2.108
C -4.369 -0.784 -0.979
C -3.248 -0.196 -0.497
S -1.621 -0.649 -0.854
S -3.514 1.222 0.495
C -5.261 1.263 0.408
S -6.172 2.369 1.178
S -5.888 -0.037 -0.555
H -3.550 -4.245 -2.072
H -4.227 -3.846 -0.474
H -2.646 -3.166 -0.989
*
```

Values from the calculation:
Energy above the lowest of the compared OMol25 structures with the same formula, charge and spin ... 2.537 eV
Energy ... -79303.6192 eV
Kohn-Sham gap ... 4.862 eV
HOMO energy ... -10.5 eV